# 1
{
  "formula": "C46H38F6IrN2O5P2",
  "method": "ωB97M-V with the def2-TZVPD basis set",
  "energy_ha": -3647.14939,
  "homo_lumo_gap_ev": [6.887, 5.559],
  "total_charge": 2,
  "spin_multiplicity": 6,
  "de_lowest_ev": 0.3487,
  "elements": ["Ir", "C", "O", "C", "C", "C", "C", "C", "C", "N", "N", "C", "C", "O", "C", "C", "C", "C", "C", "C", "C", "C", "H", "H", "H", "H", "H", "H", "H", "H", "H", "H", "H", "H", "H", "O", "P", "C", "P", "O", "C", "C", "C", "C", "C", "C", "C", "C", "C", "C", "C", "C", "C", "C", "C", "C", "C", "C", "C", "C", "C", "C", "C", "C", "H", "H", "H", "H", "H", "H", "H", "H", "H", "H", "H", "H", "H", "H", "H", "H", "H", "H", "H", "H", "H", "H", "C", "C", "O", "C", "F", "F", "F", "C", "F", "F", "F", "H", "H", "H"],
  "positions_angstrom": [[-0.46520, 0.92660, -0.21069], [1.52070, 3.69591, -1.38610], [0.27943, 3.24438, -0.81264], [-0.75421, 4.14313, -0.82386], [-0.74754, 5.30281, -1.57666], [-1.82508, 6.17340, -1.48138], [-2.90630, 5.89876, -0.64659], [-2.92220, 4.74026, 0.09328], [-1.84878, 3.83938, 0.01131], [-1.81551, 2.61742, 0.67342], [-2.79863, 2.43638, 1.47817], [-2.88789, 1.33804, 2.23917], [-1.80748, 0.34931, 2.46181], [-0.68253, 0.46475, 1.92457], [-2.03215, -0.73999, 3.36614], [-3.21988, -0.86798, 3.98724], [-4.29985, 0.07616, 3.81486], [-5.49767, -0.09854, 4.49453], [-6.52812, 0.82149, 4.34938], [-6.36117, 1.92563, 3.52185], [-5.17622, 2.11066, 2.83216], [-4.12756, 1.18928, 2.96262], [1.45599, 3.69673, -2.47426], [2.27825, 3.00233, -1.04048], [1.73953, 4.69544, -1.01357], [0.07834, 5.54205, -2.22738], [-1.81839, 7.07965, -2.07067], [-3.73540, 6.58885, -0.59162], [-3.75830, 4.49208, 0.72630], [-1.22365, -1.44438, 3.50263], [-3.38967, -1.70487, 4.65454], [-5.61995, -0.95254, 5.14793], [-7.45568, 0.68045, 4.88613], [-7.15906, 2.64749, 3.41975], [-5.04592, 2.97163, 2.19480], [1.57358, 1.07481, 0.20762], [2.82251, 0.23375, -0.09571], [2.63671, -1.33598, 0.78365], [1.19125, -2.24771, 0.14544], [0.13407, -1.26117, -0.29807], [1.75498, -3.29022, -1.18408], [2.65769, -4.31990, -0.91317], [3.10221, -5.13168, -1.94140], [2.63115, -4.92933, -3.23451], [1.72255, -3.91646, -3.50004], [1.28393, -3.08923, -2.47685], [0.58145, -3.28705, 1.46038], [-0.72604, -3.75841, 1.32491], [-1.25659, -4.59759, 2.28951], [-0.49010, -4.96469, 3.38954], [0.80814, -4.49621, 3.52787], [1.34657, -3.65607, 2.56371], [4.25158, 1.07097, 0.54218], [5.30528, 1.46871, -0.27933], [6.37795, 2.15826, 0.26670], [6.39680, 2.45227, 1.62104], [5.34245, 2.06807, 2.44189], [4.26947, 1.38065, 1.90698], [3.06600, -0.13733, -1.82025], [2.22017, 0.38777, -2.79096], [2.42019, 0.07982, -4.12837], [3.47145, -0.74736, -4.49436], [4.32010, -1.27694, -3.52895], [4.11771, -0.97835, -2.19462], [2.46920, -1.08701, 1.83529], [3.54577, -1.93381, 0.69726], [3.00330, -4.50103, 0.09849], [3.79937, -5.93187, -1.73565], [2.96918, -5.57413, -4.03440], [1.35293, -3.76930, -4.50579], [0.57902, -2.29197, -2.67535], [-1.31989, -3.46551, 0.46760], [-2.26462, -4.97407, 2.18117], [-0.90527, -5.62351, 4.14000], [1.40267, -4.78722, 4.38268], [2.36373, -3.30313, 2.68055], [5.29468, 1.24296, -1.33708], [7.19887, 2.46379, -0.36654], [7.23606, 2.98836, 2.04245], [5.36067, 2.30640, 3.49599], [3.44270, 1.09629, 2.54679], [1.39848, 1.03701, -2.51256], [1.75785, 0.48461, -4.88089], [3.63097, -0.98515, -5.53726], [5.13466, -1.92599, -3.81782], [4.78387, -1.39645, -1.44892], [-4.25040, -0.87450, -1.25658], [-2.99814, -0.08484, -1.62315], [-2.25613, 0.15651, -0.46679], [-2.16249, -0.89557, -2.63876], [-1.90838, -2.11835, -2.16834], [-2.77166, -1.02278, -3.81338], [-0.96127, -0.30507, -2.87245], [-3.42095, 1.27651, -2.22227], [-2.34195, 2.00743, -2.58316], [-4.20572, 1.16078, -3.28464], [-4.07988, 1.98588, -1.29458], [-3.95674, -1.81672, -0.80144], [-4.86655, -1.07449, -2.13102], [-4.82948, -0.29952, -0.53680]],
  "lowdin_spin": [2.961, 0.006, 0.103, 0.071, -0.006, 0.098, 0.001, 0.065, 0.039, 0.336, -0.068, 0.212, 0.087, 0.223, 0.013, 0.034, 0.031, 0.018, 0.083, -0.007, 0.089, -0.002, 0.001, 0.000, 0.001, -0.002, 0.005, -0.001, 0.003, -0.001, 0.001, -0.001, 0.004, -0.002, 0.005, 0.075, 0.013, 0.001, 0.017, 0.114, 0.004, 0.001, 0.000, 0.000, 0.000, 0.000, 0.003, 0.000, 0.000, 0.000, 0.000, 0.001, 0.003, 0.001, 0.000, 0.001, 0.000, 0.001, 0.001, 0.005, 0.001, 0.000, 0.000, 0.000, 0.000, 0.000, 0.000, 0.000, 0.000, 0.000, 0.000, 0.000, 0.000, 0.000, 0.000, 0.000, 0.000, 0.000, 0.000, 0.000, 0.000, 0.007, 0.000, 0.000, 0.000, 0.000, 0.005, 0.027, 0.268, 0.008, 0.001, 0.002, 0.025, 0.005, 0.008, 0.001, 0.001, 0.000, 0.001, 0.000]
}

# 2
{
  "formula": "C18H34MoN5O6SbSe5",
  "method": "ωB97M-V with the def2-TZVPD basis set",
  "energy_ha": -13747.07438,
  "homo_lumo_gap_ev": [5.848, 5.709],
  "total_charge": -2,
  "spin_multiplicity": 3,
  "de_lowest_ev": 0.0000,
  "elements": ["Mo", "C", "C", "C", "C", "C", "C", "C", "C", "C", "C", "C", "C", "C", "C", "C", "C", "C", "H", "H", "H", "H", "H", "H", "H", "H", "H", "H", "H", "H", "H", "H", "H", "H", "H", "H", "H", "H", "H", "H", "H", "H", "H", "H", "H", "H", "H", "N", "N", "C", "N", "N", "N", "O", "O", "H", "H", "H", "H", "H", "Se", "Sb", "Se", "Se", "Se", "O", "Se", "O", "O", "O"],
  "positions_angstrom": [[0.17401, -0.54831, -0.31570], [1.86110, -0.27687, 1.38786], [2.50923, -0.65056, 0.17041], [2.00194, -1.95558, -0.19715], [1.10336, -2.32913, 0.87851], [1.06173, -1.34208, 1.86578], [0.48212, -1.44526, 3.26004], [1.71098, -1.42327, 4.19674], [-0.42469, -0.27347, 3.62873], [-0.27400, -2.75508, 3.45430], [2.48629, -3.03965, -1.17513], [1.32631, -3.93994, -1.62965], [3.13060, -2.53332, -2.46715], [3.48020, -3.92091, -0.39478], [3.70720, 0.17294, -0.33235], [4.96889, -0.65237, -0.01624], [3.84252, 1.46272, 0.49402], [3.71530, 0.61087, -1.80513], [2.01889, 0.65109, 1.91569], [0.52977, -3.24268, 0.90153], [2.23459, -0.46800, 4.12429], [2.40856, -2.22654, 3.94190], [1.38912, -1.55689, 5.23291], [0.06475, 0.69584, 3.51720], [-0.72311, -0.36663, 4.67766], [-1.32528, -0.28783, 3.01601], [0.35214, -3.63413, 3.27963], [-1.14054, -2.82317, 2.79518], [-0.62501, -2.79150, 4.48922], [0.64865, -3.39028, -2.27879], [0.74757, -4.34690, -0.80143], [1.74908, -4.78162, -2.18669], [2.43275, -1.89147, -3.00592], [3.36015, -3.39917, -3.09518], [4.06325, -1.99906, -2.30168], [2.97274, -4.40321, 0.44456], [4.32081, -3.35653, 0.00628], [3.87116, -4.70308, -1.05271], [4.96638, -0.98262, 1.02544], [5.84555, -0.01630, -0.16869], [5.07874, -1.52748, -0.65083], [4.02974, 1.27584, 1.55249], [2.95516, 2.09142, 0.40815], [4.68661, 2.03630, 0.10112], [3.33588, -0.12914, -2.49944], [4.74851, 0.86158, -2.06952], [3.10405, 1.50022, -1.93323], [-3.51044, 1.76376, -2.12256], [-3.54113, 0.47560, -2.75246], [-2.26273, -0.05623, -2.94871], [-2.24729, -1.24882, -3.61695], [-1.26548, 0.60639, -2.46449], [-0.03188, -0.11689, -2.35202], [0.87207, 0.66127, -1.74481], [0.37777, -0.90365, -3.29834], [-2.90806, 1.71460, -1.29747], [-4.45743, 1.94468, -1.81682], [-4.00588, -0.21504, -2.16064], [-3.05699, -1.82362, -3.44271], [-1.34150, -1.70198, -3.53923], [2.41814, 2.68328, 3.73970], [1.09850, 4.17265, 2.33537], [-0.52025, 1.73728, 0.74708], [0.58464, 3.52910, -0.28940], [-0.93692, 4.93180, 3.35771], [-3.62927, -1.88579, -0.85408], [-2.24722, -2.14664, -0.04936], [-1.69173, -0.76447, 0.74447], [-0.92576, -2.17983, -1.09159], [-2.28270, -3.46027, 0.88454]],
  "lowdin_spin": [0.878, 0.001, -0.008, 0.010, -0.006, 0.013, 0.002, 0.005, 0.002, 0.000, 0.005, 0.001, 0.000, 0.001, -0.001, -0.001, -0.001, 0.000, 0.001, 0.000, 0.006, 0.000, 0.000, 0.002, 0.000, 0.000, 0.000, 0.000, 0.000, 0.000, 0.000, 0.000, 0.000, 0.000, 0.000, 0.000, 0.000, 0.000, 0.000, 0.000, 0.000, 0.000, -0.001, 0.000, 0.000, 0.000, 0.000, 0.001, 0.004, 0.013, 0.006, 0.011, -0.022, 0.038, -0.029, 0.001, 0.000, 0.000, 0.000, 0.000, 0.183, 0.292, 0.087, 0.245, 0.221, 0.006, 0.005, 0.018, 0.007, 0.000]
}